Molecular formula: C2H4FO3S2
Method: DFT, ωB97M-V with the def2-TZVPD basis set

- Energy: -1200.5309 Eh
- Charge: -1
- Energy relative to the best compared isomer or geometry (same formula, charge and spin): 24.34 kcal per mole
- Kohn-Sham gap (alpha / beta): 0.3073 / 0.3072 hartree

Bonds (Å) are listed after each position.
Element x y z (Å)
1 C -1.21 1.09 -1.46  S7 1.887, H9 1.086, H10 1.097, H11 1.089
2 C 0.39 -0.06 0.53  S7 1.636, S8 1.785, H12 1.090
3 O -0.18 -2.28 0.84  S8 1.455
4 O 2.14 -2.11 0.16  S8 1.470
5 O 1.56 -1.44 2.45  S8 1.477
6 F 0.77 2.20 0.96  no bonds
7 S 0.39 0.17 -1.09  C1 1.887, C2 1.636
8 S 1.10 -1.61 1.06  C2 1.785, O3 1.455, O4 1.470, O5 1.477
9 H -0.89 2.11 -1.63  C1 1.086
10 H -1.81 1.08 -0.54  C1 1.097
11 H -1.73 0.88 -2.40  C1 1.089
12 H -0.54 -0.05 1.12  C2 1.090